No. 1
Formula: C3H11NOS2
Source: OMol25
Level of theory: the ωB97M-V functional and the def2-TZVPD basis

Each line ends with the Löwdin charge.
Cartesian coordinates (Å):
S  3.04687  -2.13333  -0.80402  0.309
S  1.74195  -1.38822  0.61768  0.408
C  0.61692  -0.34068  -0.37833  -0.550
C  -0.62098  -0.02685  0.47741  -0.289
C  -1.66271  -1.13165  0.40659  -0.311
N  -2.84914  -0.75555  1.20424  -0.012
H  3.91550  -1.11500  -0.73098  -0.205
H  1.17354  0.53165  -0.68578  0.055
H  0.34741  -0.94040  -1.23662  0.057
H  -0.30343  0.07724  1.51754  0.096
H  -1.07611  0.89864  0.11262  0.110
H  -1.94808  -1.31057  -0.64259  0.111
H  -1.27101  -2.07660  0.75721  0.102
H  -3.41190  -0.11942  0.64452  0.066
H  -3.39227  -1.56424  1.46802  0.058
H  2.68687  3.73370  -0.83387  0.034
H  1.15547  3.58962  -0.71597  0.025
O  1.85109  4.07166  -1.17768  -0.061

As for the SMILES: NCCCSS.O. As for the HOMO energy: -0.3384 hartree. The value obtained for the energy above the lowest of the compared OMol25 structures with the same formula, charge and spin is 4.3 kcal per mole. The net charge is 0.


No. 2
Formula: C4H7NO
Source: OMol25
Level of theory: the ωB97M-V functional and the def2-TZVPD basis

Each line ends with the Löwdin charge.
Cartesian coordinates (Å):
C  -0.28151  0.87694  1.50821  0.017
C  -0.22242  0.25099  0.14475  -0.522
O  -1.23287  -0.65992  -0.25794  -0.038
C  0.82656  -0.40860  -0.63224  -0.184
C  -0.25937  -1.37412  -1.07187  -0.111
N  0.28648  0.90383  -1.06380  0.114
H  -1.32084  0.97635  1.83449  0.087
H  0.16688  1.87453  1.49583  0.080
H  0.24712  0.26938  2.24988  0.085
H  1.86779  -0.58610  -0.39057  0.139
H  -0.16498  -2.40897  -0.73221  0.119
H  -0.49019  -1.32485  -2.14045  0.118
H  0.94214  1.63881  -0.80730  0.097

As for the HOMO energy: -0.3326 hartree. The value obtained for the energy above the lowest of the compared OMol25 structures with the same formula, charge and spin is 69.1 kcal per mole. The net charge is 0.


No. 3
Formula: C10H10FNO2
Source: OMol25
Level of theory: the ωB97M-V functional and the def2-TZVPD basis

Each line ends with the Löwdin charge.
Cartesian coordinates (Å):
C  -2.40362  -1.91780  -0.04028  -0.075
C  -1.18447  -2.56477  -0.08364  -0.083
C  -2.43026  -0.55864  0.11292  -0.038
C  -0.00526  -1.90494  0.23011  -0.011
C  -1.24781  0.13290  0.28577  -0.146
C  -0.02291  -0.55189  0.29329  -0.111
C  2.68514  -0.24340  0.63671  -0.715
C  -1.19361  1.64638  0.42201  -0.126
C  -0.01908  2.30046  -0.21088  -0.140
C  1.25441  0.21476  0.26284  0.011
N  1.19666  1.55340  0.14975  0.115
O  3.46442  -0.53593  -0.23251  0.057
O  2.72906  -0.29422  1.84320  0.101
F  2.21534  0.26676  -2.14218  -0.216
H  -3.24919  -2.53751  -0.46486  0.134
H  -1.08627  -3.64572  -0.36682  0.125
H  -3.35926  0.02208  0.18715  0.127
H  0.88295  -2.63888  0.36377  0.171
H  -2.03049  2.07638  0.09337  0.070
H  -1.18356  1.71574  1.58428  0.174
H  -0.22232  2.36232  -1.28999  0.137
H  0.10844  3.39494  0.14428  0.157
H  2.08975  1.93103  -0.15984  0.166
H  3.01194  -0.22346  -1.61844  0.115

As for the HOMO energy (spin up / spin down): -0.3588 / -0.3588 hartree. The value obtained for the energy above the lowest of the compared OMol25 structures with the same formula, charge and spin is 2.6 kcal per mole. The net charge is 0.


No. 4
Formula: C9H12N2Si
Source: OMol25
Level of theory: the ωB97M-V functional and the def2-TZVPD basis

Each line ends with the Löwdin charge.
Cartesian coordinates (Å):
C  -0.13352  0.23556  2.52322  -0.236
C  -1.47330  2.33922  -2.11353  -0.103
C  -0.35209  2.44125  -1.26688  -0.061
C  -2.05534  1.12197  -2.31686  -0.089
C  0.22245  1.26543  -0.78330  -0.031
C  -1.47200  -0.07750  -1.84070  -0.024
C  -0.28110  0.02678  -1.16707  -0.231
C  1.13042  0.45863  2.75937  -0.024
C  0.31262  -1.22419  -0.73039  -0.229
N  -1.14723  -0.46730  2.22731  0.136
N  1.42497  -1.32688  -0.14376  -0.132
Si  2.17753  -2.64018  0.62752  0.527
H  -2.13736  3.22779  -2.37726  0.126
H  -0.07252  3.51514  -1.03176  0.123
H  -2.99351  0.93555  -2.74094  0.083
H  0.97643  1.24502  -0.08886  0.064
H  -2.08674  -0.92172  -1.95677  0.099
H  1.57110  -0.02746  3.59263  0.051
H  1.72625  1.16447  2.26271  0.037
H  -1.92708  -0.29455  2.84375  0.051
H  -0.39249  -2.03268  -0.79339  0.099
H  3.42138  -2.91171  -0.10552  -0.091
H  2.33380  -2.21142  2.08167  -0.073
H  1.22731  -3.84121  0.53880  -0.072

As for the SMILES: [SiH3]/N=C/c1ccccc1.C=C=N. As for the HOMO energy: -0.3309 hartree. The value obtained for the energy above the lowest of the compared OMol25 structures with the same formula, charge and spin is 76.9 kcal per mole. The net charge is 0.


Calculated values (eV) of total energy for the records, taken in order: -28497.4108, -7796.6500, -18833.7782, -20382.4980.